C6H15N3O | ωB97M-V/def2-TZVPD

The geometry in XYZ format:
```
25
Properties=species:S:1:pos:R:3:forces:R:3
C 3.565 1.377 -0.264 -0.0041 -0.1712 0.1959
C -4.795 0.905 -0.179 -0.0714 0.5303 0.0966
C 2.876 0.214 0.440 -0.1201 0.1719 -0.3003
C 1.633 -0.247 -0.320 0.1671 -0.1654 0.4693
C 0.871 -1.339 0.435 -0.1850 -0.0004 -0.4676
C -0.402 -1.809 -0.284 0.5319 0.0284 0.3248
N -1.522 0.130 0.338 -0.1432 -0.2989 -0.1420
N -1.586 -1.005 -0.136 1.1145 -3.4018 -1.2010
N -2.577 0.785 0.398 -2.5768 3.9612 1.0353
O -3.667 0.072 -0.105 1.4272 -0.5626 0.1949
H 3.845 1.098 -1.277 0.0576 0.0231 -0.1244
H 2.902 2.238 -0.317 -0.0262 0.1066 -0.0425
H 4.464 1.671 0.272 0.1070 0.0984 -0.0158
H -5.656 0.240 -0.215 0.0372 0.0222 0.0042
H -4.767 1.520 -1.083 -0.0123 0.0127 0.0296
H -4.855 1.556 0.695 -0.0794 -0.0239 0.0044
H 2.592 0.519 1.451 0.0148 -0.0666 0.0537
H 3.571 -0.623 0.533 -0.0177 -0.0440 0.0859
H 1.932 -0.637 -1.296 -0.0638 0.0588 -0.0748
H 0.994 0.620 -0.509 -0.0210 0.0567 -0.1182
H 1.532 -2.201 0.547 0.0215 0.0089 0.1020
H 0.622 -1.000 1.446 0.0448 -0.0455 0.0936
H -0.200 -1.898 -1.359 0.0798 -0.0983 0.0365
H -0.676 -2.809 0.067 0.0720 0.0544 -0.0659
H -0.697 0.625 0.722 -0.3545 -0.2550 -0.1741
```
Forces are in eV/Å.

As for the relative energy (zero: lowest compared OMol25 entry of this formula, charge and spin): 5.117 eV.



C6H15N3O2 | ωB97M-V/def2-TZVPD

The geometry in XYZ format:
```
26
Properties=species:S:1:pos:R:3:forces:R:3
C -0.934 0.219 1.633 -0.8007 -2.4900 0.1706
C -0.950 -0.054 0.109 1.4292 -0.7718 0.2116
C -0.199 -1.386 -0.188 0.2518 1.1024 -0.0464
C 1.278 -1.447 0.145 0.7008 1.0158 -1.4916
C -0.475 1.135 -0.711 -0.8385 0.2068 -0.5594
C 0.918 1.661 -0.453 1.4168 -1.7201 1.2462
H 0.066 0.207 2.060 0.2037 0.5380 -0.3961
H -1.412 -0.655 2.188 0.3588 1.0480 -0.8758
H -1.506 1.078 1.902 -0.1431 0.7573 0.1416
H -0.703 -2.113 0.344 -1.1717 -1.7419 1.6402
H -0.308 -1.769 -1.193 -0.0423 0.6644 -0.7040
H 1.589 -1.299 1.180 -0.5098 0.1548 0.0978
H 1.694 -0.601 -0.448 0.3624 -0.9027 0.5633
H 2.024 -2.784 -1.283 -0.0465 0.3338 -0.8235
H 1.421 -3.486 0.022 -0.1387 -0.2393 0.2714
H -1.245 1.893 -0.570 0.0943 0.4193 -0.0458
H -0.527 0.826 -1.743 -0.2693 0.0114 -0.4742
H 1.570 1.355 -1.278 -0.1310 0.3000 -0.0962
H 1.306 1.005 0.376 -0.0424 1.3251 -0.3966
H 0.763 3.625 -0.879 0.0151 0.2404 -0.3521
H 0.686 3.333 0.696 0.3113 -0.2032 -0.2925
N 1.906 -2.668 -0.303 0.3800 -0.4710 0.7635
N 1.174 3.051 -0.161 -0.6901 0.2709 0.6859
N -2.363 -0.326 -0.387 -0.1136 0.6489 1.9096
O -3.198 -0.336 0.501 -0.5797 -0.2559 -0.5592
O -2.576 -0.465 -1.560 -0.0068 -0.2413 -0.5884
```
Forces are in eV/Å.

As for the SMILES: CC(CCN)(CCN)[N+](=O)[O-]. As for the relative energy (zero: lowest compared OMol25 entry of this formula, charge and spin): 3.252 eV.



Copy entry 2 word for word.
C6H15N3O2 | ωB97M-V/def2-TZVPD

The geometry in XYZ format:
```
26
Properties=species:S:1:pos:R:3:forces:R:3
C -0.934 0.219 1.633 -0.8007 -2.4900 0.1706
C -0.950 -0.054 0.109 1.4292 -0.7718 0.2116
C -0.199 -1.386 -0.188 0.2518 1.1024 -0.0464
C 1.278 -1.447 0.145 0.7008 1.0158 -1.4916
C -0.475 1.135 -0.711 -0.8385 0.2068 -0.5594
C 0.918 1.661 -0.453 1.4168 -1.7201 1.2462
H 0.066 0.207 2.060 0.2037 0.5380 -0.3961
H -1.412 -0.655 2.188 0.3588 1.0480 -0.8758
H -1.506 1.078 1.902 -0.1431 0.7573 0.1416
H -0.703 -2.113 0.344 -1.1717 -1.7419 1.6402
H -0.308 -1.769 -1.193 -0.0423 0.6644 -0.7040
H 1.589 -1.299 1.180 -0.5098 0.1548 0.0978
H 1.694 -0.601 -0.448 0.3624 -0.9027 0.5633
H 2.024 -2.784 -1.283 -0.0465 0.3338 -0.8235
H 1.421 -3.486 0.022 -0.1387 -0.2393 0.2714
H -1.245 1.893 -0.570 0.0943 0.4193 -0.0458
H -0.527 0.826 -1.743 -0.2693 0.0114 -0.4742
H 1.570 1.355 -1.278 -0.1310 0.3000 -0.0962
H 1.306 1.005 0.376 -0.0424 1.3251 -0.3966
H 0.763 3.625 -0.879 0.0151 0.2404 -0.3521
H 0.686 3.333 0.696 0.3113 -0.2032 -0.2925
N 1.906 -2.668 -0.303 0.3800 -0.4710 0.7635
N 1.174 3.051 -0.161 -0.6901 0.2709 0.6859
N -2.363 -0.326 -0.387 -0.1136 0.6489 1.9096
O -3.198 -0.336 0.501 -0.5797 -0.2559 -0.5592
O -2.576 -0.465 -1.560 -0.0068 -0.2413 -0.5884
```
Forces are in eV/Å.

As for the SMILES: CC(CCN)(CCN)[N+](=O)[O-]. As for the relative energy (zero: lowest compared OMol25 entry of this formula, charge and spin): 3.252 eV.



- Which of these has the highest relative energy (zero: lowest compared OMol25 entry of this formula, charge and spin)?
  C6H15N3O



- The lowest relative energy (zero: lowest compared OMol25 entry of this formula, charge and spin) belongs to which entry?
  C6H15N3O2